The following is a quantum chemistry calculation of a structure of composition C27H60BBr3ClF2N2O11P2 at a distorted geometry, from the OMol25 dataset.

The geometry in XYZ format:
```
109
Properties=species:S:1:pos:R:3:forces:R:3:mulliken_charge:R:1
C -2.4967 -1.8080 2.8195 0.81 -0.74 0.01 -0.93
C -1.1935 -1.1310 3.2534 -0.01 0.39 -0.19 -1.07
C -0.9969 0.3050 2.7164 -1.55 -1.04 2.15 -0.65
O -0.9839 0.5701 1.3248 0.35 1.09 -1.01 -0.58
C 0.1345 0.6268 0.4310 0.02 0.51 2.44 0.88
P 1.4612 -0.2513 1.5621 1.10 -0.37 -0.05 0.34
C 2.9778 -0.8989 0.6807 -0.33 -0.47 -0.20 -1.36
C 2.2472 1.0318 2.6808 -0.51 -0.75 0.87 0.24
C 2.3976 0.2853 4.0454 -0.18 -0.68 -1.15 -1.39
C 0.1750 2.1063 -0.0244 -1.43 1.67 -2.81 -0.02
Br 0.7105 2.2640 -1.9878 0.40 -1.71 0.33 0.54
C 1.1589 3.1674 0.4847 -0.62 0.98 1.48 -0.16
Br 0.5892 4.8981 1.2056 -0.15 -0.81 -0.42 0.01
C 2.4693 3.1028 0.3539 1.30 -0.46 -0.13 0.54
C 3.2495 1.9913 -0.2584 0.99 0.19 -0.19 -1.85
Br 3.7019 4.4641 0.9181 -0.41 -0.44 -0.07 -0.08
C -1.3891 2.6051 -0.2175 0.49 1.40 -1.55 1.64
Cl -1.3414 4.0054 -1.4401 -0.55 0.33 0.79 -0.07
C -2.1595 3.2677 0.9830 -0.88 0.37 1.60 -0.14
C -1.6092 3.1920 2.4048 0.65 -0.32 0.03 -0.72
F -2.4278 4.6220 0.7946 0.09 0.17 -0.32 -0.55
C -2.3053 1.5167 -0.9384 0.33 -0.15 2.34 -0.66
C -3.3298 2.0596 -1.9380 -0.16 0.04 -0.75 -1.34
C -4.3692 2.9801 -1.2982 1.45 0.75 -0.55 0.08
O -5.1319 2.5344 -0.5289 -1.81 -1.21 1.64 -0.46
O -4.3756 4.3075 -1.5963 0.17 -0.25 -1.16 -0.41
C -1.6844 0.1167 -1.3346 -1.06 0.44 -1.79 -0.03
P -1.7148 -0.0175 -3.2435 0.40 0.25 -1.32 0.42
O -1.1688 1.0914 -4.0488 0.28 0.23 0.15 -0.89
B -2.8209 -1.0319 -1.0321 -0.41 -1.12 0.12 1.54
O -3.6577 -0.9797 0.0241 -0.24 1.22 -0.14 -0.90
O -3.0089 -2.0635 -1.9418 1.16 0.61 0.22 -0.67
C -2.5771 -3.3671 -1.5186 -1.35 -1.91 -0.19 0.07
C -3.5754 -4.1126 -0.5654 1.08 0.25 -0.30 -1.21
N -0.4214 -0.3263 -0.6719 0.37 -0.51 0.52 1.43
F -0.8748 -1.4206 0.1395 -0.07 -0.16 0.10 -0.47
C 0.5503 -1.1749 -1.4599 0.00 -1.61 -2.41 -3.02
N 1.4603 -0.5883 -2.3740 0.71 0.00 0.26 0.33
C 2.3653 -1.6097 -2.9585 0.23 0.78 -0.05 -1.38
H -2.7269 -2.5835 3.5500 -0.20 0.05 0.08 0.52
H -3.3513 -1.1458 2.7152 0.06 0.13 -0.02 0.26
H -2.3202 -2.3545 1.8934 -0.33 0.18 -0.19 -0.13
H -0.3326 -1.7721 3.0862 -0.03 -0.09 -0.11 0.48
H -1.2470 -0.9795 4.3360 0.09 0.13 0.03 0.59
H -1.9548 0.7276 3.0321 -0.04 0.17 -0.46 0.66
H -0.3500 0.8653 3.3920 0.81 0.08 -0.83 -0.09
H 2.9963 -1.9674 0.9061 -0.04 -0.03 0.03 0.41
H 3.9101 -0.4941 1.0656 -0.09 0.23 0.05 0.65
H 2.9713 -0.8163 -0.4043 0.05 0.25 0.05 0.37
H 3.2480 1.2954 2.3583 -0.22 0.40 -0.32 0.79
H 1.5824 1.8703 2.8594 0.32 0.27 -0.30 -0.55
H 2.5037 -0.7804 3.8181 0.18 -0.07 0.37 0.34
H 3.2955 0.5702 4.5834 -0.12 0.28 0.17 0.44
H 1.4862 0.3707 4.6297 0.10 0.19 0.26 0.32
H 2.7231 1.2529 -0.8488 -0.27 0.04 0.25 0.16
H 3.9951 2.4380 -0.9196 -0.12 0.02 -0.17 0.63
H 3.8471 1.5143 0.5143 -0.02 -0.04 -0.01 0.48
H -3.1793 2.8959 1.0740 0.10 -0.74 -0.63 0.56
H -1.5670 4.1792 2.8492 -0.23 0.20 -0.24 0.74
H -0.5875 2.8277 2.4498 -0.40 -0.27 -0.19 -0.89
H -2.2090 2.5959 3.0829 -0.14 -0.10 -0.21 0.39
H -2.9502 1.2423 -0.0988 0.06 -0.17 -0.01 0.46
H -2.9441 2.4791 -2.8627 0.37 0.08 0.17 0.47
H -3.9645 1.2165 -2.2295 0.00 -0.08 0.07 0.68
H -5.1525 4.4651 -2.1556 -0.04 0.33 0.36 0.39
H -1.1242 -1.2356 -3.6565 -0.24 -0.02 0.58 0.18
H -3.0794 -0.1805 -3.5688 0.18 -0.28 0.64 0.21
H -4.5444 -1.2412 -0.2645 0.12 -0.34 0.43 0.24
H -2.5446 -3.9814 -2.4162 0.15 0.25 -0.24 0.55
H -1.5753 -3.4293 -1.0937 0.03 0.70 0.05 -0.10
H -4.4287 -3.5028 -0.2930 -0.04 0.01 0.10 0.19
H -3.9089 -5.0411 -1.0220 -0.13 0.08 -0.17 0.27
H -3.0081 -4.4065 0.3153 -0.32 0.11 0.33 0.36
H -0.0903 -1.9115 -1.9793 -0.55 0.41 0.25 0.87
H 1.0897 -1.8597 -0.8140 0.13 0.71 0.81 0.73
H 1.0682 -0.0850 -3.1618 -0.39 0.20 0.39 0.47
H 1.9908 -1.9708 -3.9147 -0.15 -0.40 0.14 0.39
H 3.3005 -1.1033 -3.1850 0.13 -0.13 0.02 0.41
H 2.5784 -2.4216 -2.2677 -0.09 -0.10 -0.04 0.49
C -4.1879 -5.9549 -4.0783 0.16 -0.26 0.00 -0.54
O -3.2337 -6.5032 -3.1691 -0.05 0.12 -0.08 -0.51
H -4.5141 -4.9916 -3.6907 0.02 -0.01 0.05 0.19
H -3.7368 -5.8108 -5.0628 -0.11 0.08 -0.04 0.28
H -5.0525 -6.6156 -4.1667 -0.08 0.11 -0.06 0.31
H -2.9635 -7.3534 -3.5318 0.06 0.04 0.17 0.30
C 3.1388 -1.2390 7.4722 0.05 -0.32 -0.06 -0.55
O 3.5104 -1.9293 6.2811 -0.06 0.05 0.00 -0.47
H 3.0729 -0.1780 7.2431 0.02 -0.01 -0.06 0.20
H 2.1669 -1.5892 7.8287 -0.01 0.11 0.10 0.26
H 3.8898 -1.3906 8.2505 -0.06 0.11 0.08 0.31
H 3.5652 -2.8657 6.4977 0.04 0.07 -0.07 0.28
C 2.9516 3.3409 -5.4080 -0.23 -0.03 0.16 -0.66
O 2.8359 2.7764 -4.1020 0.02 -0.08 -0.08 -0.43
H 3.9883 3.2544 -5.7228 0.02 -0.03 0.07 0.22
H 2.3167 2.8008 -6.1141 0.05 0.07 -0.10 0.26
H 2.6695 4.3957 -5.3925 0.04 0.01 -0.12 0.27
H 1.9132 2.8575 -3.8305 0.36 0.16 -0.29 0.07
C 5.5263 -2.8560 -5.3315 -0.21 -0.13 -0.11 -0.57
O 4.2996 -3.2263 -4.7001 -0.03 0.04 -0.01 -0.46
H 6.1480 -2.3531 -4.5955 -0.05 -0.01 0.05 0.22
H 6.0487 -3.7427 -5.6955 0.11 0.07 -0.02 0.27
H 5.3353 -2.1756 -6.1643 0.13 0.03 -0.01 0.27
H 3.7606 -3.6709 -5.3624 0.05 -0.01 0.09 0.28
C 0.5372 3.5423 5.6619 0.12 0.07 -0.18 -0.85
O 0.2557 2.9467 4.3949 0.23 -0.01 0.48 -0.33
H 0.3100 2.8142 6.4364 -0.02 -0.04 -0.05 0.27
H 1.5923 3.8171 5.7269 -0.02 0.04 0.13 0.31
H -0.0834 4.4280 5.8102 0.03 0.01 0.11 0.30
H 0.4595 3.5988 3.7151 0.05 0.15 0.13 0.09
```
Forces are in eV/Å.

HOMO level	-11.151	eV
total charge	+1